C3H5N3 | the ωB97M-V functional and the def2-TZVPD basis

Output
HOMO	-8.091	eV
E_tot	-281.50721	Ha
ΔE to the lowest compared entry with this formula, charge and spin	2.2542	eV
largest force on an atom	1.80	eV/A
frontier orbital gap	8.9150	eV
SMILES	Nc1ccn[nH]1

XYZ file:
```
11
Properties=species:S:1:pos:R:3:lowdin_charge:R:1
N -0.68 1.07 -1.24 -0.013
N 0.44 -1.81 0.43 0.071
N -0.59 -0.21 -0.88 -0.043
C -0.18 1.78 -0.24 -0.208
C -0.07 -0.46 0.35 -0.272
C 0.04 0.94 0.89 -0.034
H -0.69 -0.87 -1.63 0.147
H 0.65 -2.32 1.27 0.075
H -0.07 1.33 1.92 0.077
H 0.22 2.78 -0.53 0.110
H 0.92 -2.21 -0.38 0.089
```